(1)
# C15H16N2OS

An isolated molecule of C15H16N2OS (the ωB97M-V functional and the def2-TZVPD basis, the OMol25 dataset).

## Properties
Relative energy (zero: lowest compared OMol25 entry of this formula, charge and spin) ... 17.9 kcal per mole
Kohn-Sham gap ... 8.9 eV
E_LUMO ... 0.814 eV

Last column: natural (NBO) charge in e.
Positions of all 35 atoms, in Å:
1 H -1.0674 0.4409 -0.7806  0.219
2 C 1.8527 5.3937 1.0666  -0.335
3 O 0.6896 -0.2681 0.8805  -0.518
4 N 1.8079 3.2001 1.9675  -0.496
5 C -0.8155 -3.3975 -0.3739  -0.172
6 H 1.6929 1.2072 2.7118  0.275
7 H -3.2236 -4.3891 -1.6394  0.214
8 H 0.5658 4.6628 2.6498  0.197
9 C 2.8646 4.9649 0.2143  0.094
10 C -2.8922 -1.1293 -2.3944  -0.428
11 C -1.7386 -2.8587 -1.2412  -0.052
12 C 2.3973 0.4543 2.3607  -0.552
13 H -4.5258 -2.4075 -1.7935  0.201
14 C 1.6690 -0.7425 1.7720  -0.075
15 C 2.7709 2.8976 1.1059  0.256
16 C 0.0166 -2.5550 0.3543  -0.334
17 H 3.0584 0.1337 3.1638  0.224
18 C -0.0759 -1.1767 0.2056  0.382
19 C -2.7269 -3.5528 -2.1319  -0.422
20 S 3.4302 1.2870 1.1004  0.284
21 H -4.1271 -2.5658 -3.5059  0.209
22 C -1.0114 -0.6317 -0.6798  -0.266
23 H 1.2008 -1.3112 2.5903  0.180
24 H 0.7298 -2.9927 1.0347  0.216
25 H 2.3828 -1.3954 1.2504  0.177
26 H 3.3280 5.6280 -0.5050  0.199
27 H -0.7324 -4.4673 -0.2484  0.209
28 C -1.8323 -1.4754 -1.3902  0.008
29 N 3.3225 3.7295 0.2288  -0.465
30 H -3.5029 -0.2808 -2.0868  0.216
31 C -3.7045 -2.4291 -2.5116  -0.384
32 H -2.2162 -3.9410 -3.0179  0.207
33 H -2.4221 -0.8764 -3.3488  0.211
34 H 1.4819 6.4043 1.0518  0.227
35 C 1.3528 4.4398 1.9401  0.096



(2)
# C15H16NO

The ion C15H16NO with charge +1 at a distorted geometry (the ωB97M-V functional and the def2-TZVPD basis, the OMol25 dataset).

## Properties
Kohn-Sham gap ... 8.3 eV
E_LUMO ... -3.332 eV
Charge ... +1

Last column: natural (NBO) charge in e.
Positions of all 33 atoms, in Å:
1 C -0.6645 -3.5886 3.6956  -0.181
2 H 3.0193 -2.8371 0.7191  0.479
3 C 2.8597 0.3114 -1.5943  -0.037
4 N 2.2106 -3.4542 0.4279  -0.311
5 C 1.0111 -1.4855 2.9733  -0.188
6 H -0.7199 -2.6950 5.6432  0.239
7 O 2.3582 -3.9159 -0.9737  -0.537
8 C 3.6968 1.5599 -3.5148  -0.204
9 C 1.0911 -2.3816 0.5456  -0.068
10 H 4.0399 3.3416 -0.6305  0.226
11 C 2.2285 -0.9044 -1.1382  -0.102
12 C 3.1986 1.3822 -0.7550  -0.203
13 C -0.2102 -3.4814 2.3734  -0.214
14 H 3.0608 -4.6667 -1.0279  0.514
15 C 3.1200 0.4111 -2.9923  -0.192
16 H 2.9748 1.3046 0.2983  0.206
17 H 1.8494 -0.3364 0.8465  0.220
18 H 1.5493 -4.0869 0.9197  0.474
19 H 0.7281 -0.7920 4.9447  0.231
20 H 4.5173 3.5195 -3.0669  0.232
21 H -1.3176 -4.4274 3.9488  0.236
22 H 0.3312 -2.6779 -0.1737  0.252
23 H 2.1079 -1.7067 -1.8791  0.219
24 C 0.7060 -2.4700 2.0267  -0.124
25 H 1.6993 -0.6950 2.7222  0.224
26 H 2.8249 -0.4156 -3.6509  0.217
27 C 4.0346 2.6289 -2.6550  -0.174
28 H 3.9080 1.6254 -4.5835  0.231
29 C -0.3158 -2.6330 4.6524  -0.175
30 C 1.8750 -1.1585 0.1376  -0.347
31 H -0.5321 -4.2509 1.6233  0.219
32 C 0.4831 -1.5851 4.2674  -0.170
33 C 3.7723 2.5301 -1.2908  -0.191